{
  "formula": "C57H44ClN2O4PS6SbW",
  "method": "ωB97M-V/def2-TZVPD",
  "homo_lumo_gap_ev": 5.42,
  "e_above_lowest_kj_mol": 186.7,
  "energy_ev": -166184.510,
  "total_charge": -1,
  "species": ["H", "H", "O", "H", "C", "H", "H", "C", "H", "H", "P", "H", "C", "C", "C", "C", "C", "C", "C", "H", "C", "H", "C", "H", "C", "C", "H", "C", "H", "H", "H", "H", "O", "H", "Cl", "C", "C", "H", "C", "C", "C", "N", "H", "C", "H", "H", "H", "H", "C", "C", "H", "H", "C", "H", "C", "H", "O", "C", "C", "H", "H", "C", "H", "H", "H", "C", "C", "O", "H", "C", "C", "C", "C", "H", "Sb", "H", "C", "H", "C", "C", "C", "S", "H", "S", "C", "N", "H", "C", "H", "H", "H", "C", "C", "H", "W", "C", "C", "C", "S", "H", "C", "C", "S", "C", "C", "C", "C", "C", "C", "C", "C", "C", "H", "C", "C", "S", "S"],
  "positions_angstrom": [[2.06345, 0.00309, -2.77507], [0.54818, 1.70268, -6.07769], [3.43772, 1.28916, -2.03226], [-2.12916, 1.39360, 6.69422], [6.31323, -0.05437, 0.34050], [-3.72836, 3.56318, 1.33981], [2.64289, -3.65095, -0.82639], [-2.14746, 4.08334, -1.46120], [3.09812, -1.73265, 1.58341], [3.44090, -5.36655, -2.39596], [-1.98033, 1.07898, 1.76546], [3.30088, 3.73715, 0.26441], [-0.16452, 3.22562, 1.67397], [-2.07195, 1.16877, 4.57033], [3.12056, -3.35255, -1.74766], [5.24623, -0.21217, -0.52950], [-2.66514, 1.04945, 5.81919], [-3.53414, 2.31511, -2.28386], [2.40832, 0.34482, -1.80484], [3.08938, 4.59641, -2.11272], [-4.26499, 2.70863, 0.96594], [-5.50029, -0.54952, 4.91102], [-3.91038, 0.46190, 5.94677], [-4.16318, 4.36589, -2.13438], [-2.18267, -6.65654, 0.59521], [-0.16576, 0.75841, -1.58067], [7.04279, -0.32120, 2.34376], [-0.18394, -5.99614, 1.78830], [4.06906, -0.58178, -3.44676], [-0.06745, 6.39041, 2.87928], [-0.14973, 3.55984, -0.92820], [-2.00127, 5.12635, -1.20553], [1.63342, 2.50332, -1.46173], [0.07570, -0.61950, -6.80673], [-3.65306, -1.13941, 0.12658], [-1.25932, 1.84697, -1.59345], [-3.63850, 1.46107, 0.94322], [-2.87412, -5.27196, -0.89548], [-1.24092, -8.14140, 2.31322], [-1.39736, 2.80267, 2.15845], [-3.21591, -7.61714, 0.33676], [-1.26099, -9.13454, 2.89251], [0.57354, -6.18275, 2.53822], [-4.54417, -0.04790, 4.82249], [5.35496, 0.09021, -1.55870], [3.32266, 1.98762, 0.57581], [1.33427, 1.02973, -0.05933], [-6.18696, -0.25818, -0.54705], [4.22164, -3.94279, -3.80213], [0.28863, 0.94578, -5.34765], [-0.52608, -2.33054, -5.11767], [4.54481, 3.66036, -2.55030], [0.21191, 1.28415, -4.00835], [1.28442, 4.80077, 1.53891], [3.57894, -4.31876, -2.63166], [0.41120, 2.29893, -3.68721], [-0.57127, -0.26637, -0.66966], [-4.36818, 0.42085, 0.34077], [-3.35841, 3.65835, -1.97588], [4.88663, -2.29478, -5.00369], [-2.23484, 5.64372, 3.82777], [-2.12812, -5.47964, -0.14036], [4.72178, 2.75447, -0.17735], [0.44967, 2.54608, 1.09889], [4.95456, -1.44732, 3.11500], [4.04191, -0.75278, -0.07353], [3.92146, -1.62972, -3.21256], [1.69327, -1.35940, -0.29891], [3.03035, 3.42923, -3.45370], [1.28096, 1.17429, -1.14029], [-0.30933, -1.31358, -4.81536], [2.84045, -0.93970, -1.02114], [4.38794, -2.59686, -4.09114], [-2.63752, 0.37560, -2.32566], [0.63064, -1.79822, 3.90984], [-0.62492, -1.73118, -2.74162], [-2.73654, 0.73670, 3.42621], [-4.47671, 1.96024, -2.68132], [-0.37061, -0.97714, -3.46658], [0.31787, 4.50419, 1.92908], [-6.27716, 1.82412, -0.00391], [2.54977, -2.95800, 4.20218], [-4.48567, -0.30319, 2.70890], [1.21509, -3.72803, 1.22690], [-1.10129, -4.56768, 0.06948], [-4.03702, -8.39282, 0.12039], [4.59042, -4.69510, -4.48871], [-0.43198, 5.38926, 2.68426], [-7.29962, 1.95327, -0.33722], [7.23301, 0.38478, -0.02730], [-3.04650, 3.37678, 3.42058], [-2.12078, 3.69368, 2.96104], [-1.20336, -6.91304, 1.57152], [-4.37805, 0.38302, 6.92057], [0.13647, -1.43649, 0.64804], [5.04936, -1.07355, 2.10354], [0.02369, -0.35675, -5.75737], [6.21187, -0.46432, 1.66323], [-0.27110, -1.35534, 5.91788], [-6.01840, 3.86869, 0.58100], [3.63416, 2.77123, -0.11835], [-2.49935, 1.42252, -2.08348], [-0.98190, -3.13417, -0.91553], [3.45845, 3.63640, -2.47323], [-5.56413, 2.88711, 0.51403], [-0.10837, 0.31629, -3.05292], [-1.65019, 4.97357, 3.20873], [3.28062, -2.00318, -2.03389], [-3.96619, 0.09088, 3.57046], [3.04606, 2.54708, -1.50651], [-5.66669, 0.58774, -0.11728], [-1.09410, 3.18999, -1.28413], [-1.08539, 1.60682, 4.49625], [3.97851, -1.22259, 1.23277], [-0.11981, -4.82902, 1.03294], [-1.25738, -2.29230, 2.36172], [1.06620, 0.05026, 2.30697]],
  "forces_ev_per_a": [[0.1, -0.1, 0.0], [0.0, 0.0, 0.0], [0.0, -0.1, -0.1], [0.0, 0.0, 0.0], [0.0, 0.0, -0.1], [0.0, 0.1, 0.0], [-0.1, 0.0, 0.0], [0.0, 0.1, -0.1], [0.0, 0.0, 0.1], [0.0, 0.0, 0.0], [-1.2, 0.8, 0.2], [0.0, 0.0, 0.0], [0.0, 0.0, 0.0], [-0.1, -0.1, 0.1], [0.0, 0.0, 0.0], [-0.1, 0.0, 0.1], [0.1, 0.0, 0.0], [0.0, 0.0, -0.1], [-0.3, 0.1, 0.2], [0.1, 0.0, 0.0], [0.0, -0.3, 0.0], [0.0, 0.0, 0.0], [0.0, 0.0, 0.1], [0.0, 0.0, 0.0], [0.1, 0.1, 0.0], [0.4, 0.4, -0.4], [0.0, 0.0, 0.0], [0.0, 0.0, 0.0], [0.0, 0.0, 0.0], [0.0, 0.0, 0.0], [0.0, 0.0, 0.0], [0.0, 0.0, 0.0], [-0.1, -0.1, -0.2], [0.0, 0.0, 0.0], [0.0, -0.2, 0.0], [-0.1, -0.2, 0.2], [0.0, -0.1, -0.1], [0.0, 0.0, 0.0], [0.0, -0.1, 0.1], [-0.1, -0.1, 0.0], [-0.1, -0.1, 0.0], [0.0, 0.1, 0.0], [0.0, 0.0, 0.0], [0.0, 0.0, -0.1], [0.0, 0.0, 0.0], [0.0, 0.0, 0.0], [0.0, 0.1, 0.1], [0.0, 0.0, 0.0], [0.0, -0.1, -0.1], [0.0, 0.0, 0.0], [0.0, 0.0, 0.0], [0.0, 0.1, 0.0], [0.0, 0.0, 0.0], [0.0, 0.0, 0.0], [0.0, 0.1, 0.0], [0.0, 0.0, 0.0], [-0.1, 0.0, -0.1], [0.1, 0.5, 0.1], [0.0, 0.0, 0.0], [0.0, 0.0, 0.0], [0.0, 0.0, 0.0], [0.0, -0.1, 0.0], [0.0, 0.0, 0.0], [0.0, 0.0, 0.0], [0.0, 0.0, 0.0], [-0.2, 0.0, 0.2], [-0.1, 0.0, 0.0], [1.5, 0.2, -0.6], [0.0, 0.0, 0.0], [0.1, -0.3, 0.3], [0.0, 0.0, 0.0], [0.8, 0.1, -0.1], [0.0, 0.0, 0.0], [0.0, 0.0, 0.0], [0.1, -0.2, 1.3], [0.0, 0.0, 0.0], [0.2, 0.0, -0.1], [0.0, 0.0, 0.0], [0.0, 0.1, 0.0], [0.0, 0.0, 0.0], [-0.1, 0.0, -0.1], [-0.1, 0.1, -0.3], [0.0, 0.0, 0.0], [-0.1, 0.8, -0.4], [0.0, 0.0, -0.2], [0.0, 0.1, 0.0], [0.0, 0.0, 0.0], [0.0, 0.0, 0.0], [0.0, 0.0, 0.0], [0.0, 0.0, 0.0], [0.0, 0.0, 0.0], [0.2, 0.1, 0.0], [0.0, 0.0, -0.1], [0.0, 0.0, 0.0], [-0.5, -1.5, -0.3], [0.0, 0.0, -0.1], [0.0, -0.1, -0.1], [0.0, 0.0, 0.1], [-0.2, 0.2, -0.3], [0.0, 0.0, 0.0], [-0.1, -0.2, 0.0], [0.0, 0.1, 0.0], [-0.3, 0.5, 0.9], [-0.1, -0.1, 0.0], [0.0, 0.2, 0.1], [-0.2, -0.2, 0.1], [-0.1, 0.0, 0.0], [-0.3, -0.1, 0.1], [0.1, 0.0, 0.1], [0.2, 0.3, 0.0], [0.1, -0.1, 0.1], [-0.1, -0.1, 0.0], [0.0, 0.0, 0.0], [0.0, 0.0, -0.2], [0.1, 0.0, 0.2], [0.4, 0.4, -0.2], [-0.2, -0.9, -0.3]]
}